The following is a DFT calculation (ωB97M-V with the def2-TZVPD basis set) of CH4N2S3 as an isolated structure.

Each line ends with the Mulliken charge.
Cartesian coordinates (Å):
C  -0.07  0.26  0.15  0.5623
H  -2.69  1.20  0.51  0.1881
H  -0.88  -1.56  -0.68  0.2638
H  1.06  -1.45  0.79  0.3690
H  2.84  1.20  -0.45  0.1531
N  -1.11  -0.57  0.62  -0.6263
N  1.05  -0.48  0.06  -0.3972
S  -2.88  -0.26  -0.50  -0.0744
S  -0.15  1.87  -0.11  -0.3431
S  2.83  -0.20  -0.39  -0.0952

For the orbital gap, the calculation gives 0.270 hartree. The energy above the lowest of the compared OMol25 structures with the same formula, charge and spin is 676.6 kJ/mol. Its molecular weight is 140.26 g mol⁻¹. The calculation puts the energy at -36580.067 eV. The HOMO energy comes out at -8.845 eV.

=====

The following is a DFT calculation (ωB97M-V with the def2-TZVPD basis set) of C11H14BCrF3N6O3S as an isolated structure.

Each line ends with the Mulliken spin population.
Cartesian coordinates (Å):
H  -1.79  1.80  2.66  -0.0071
N  -1.71  0.67  0.87  -0.0820
B  -2.39  -1.11  -0.98  -0.0236
N  -2.63  -0.22  0.29  0.0449
C  -3.85  -0.04  0.86  0.0045
Cr  -0.03  1.85  0.20  4.0005
H  -4.74  -0.47  0.40  0.0003
C  -3.70  0.82  1.96  0.0042
H  -4.48  1.14  2.64  0.0004
C  -2.34  1.19  1.96  0.0184
H  -3.43  -1.45  -1.46  0.0005
C  4.85  -0.85  0.29  -0.0003
H  5.50  -0.46  -0.51  0.0000
H  4.24  -0.02  0.69  0.0002
H  4.18  -1.60  -0.16  0.0000
N  -1.63  -2.54  -0.68  -0.0009
N  -1.57  -0.21  -1.97  0.0419
N  -0.45  -2.30  -0.01  0.0048
N  -0.56  0.69  -1.57  -0.0845
C  -1.71  -3.89  -0.82  -0.0006
C  -1.86  0.01  -3.28  0.0089
H  -2.53  -4.39  -1.27  0.0000
H  -2.75  -0.41  -3.74  0.0006
C  -0.57  -4.47  -0.29  0.0002
C  -0.89  0.87  -3.80  0.0047
C  0.20  -3.43  0.22  0.0012
C  -0.09  1.24  -2.71  0.0129
H  -0.26  -5.49  -0.25  0.0000
H  -0.81  1.20  -4.83  0.0003
H  1.15  -3.50  0.73  0.0000
H  0.78  1.89  -2.69  0.0060
H  5.43  -1.28  1.04  0.0000
F  3.47  4.56  3.13  0.0005
C  2.94  3.90  2.08  0.0082
F  2.00  4.72  1.52  0.0051
F  3.96  3.71  1.19  0.0004
S  2.13  2.20  2.15  -0.0244
O  3.10  1.30  2.70  -0.0011
O  0.83  2.25  2.80  0.0091
O  1.99  2.10  0.65  0.0454

The multiplicity is 5. Its expectation value of S² is 6.014. For the orbital gap (alpha / beta), the calculation gives 0.260 / 0.270 hartree. The energy above the lowest of the compared OMol25 structures with the same formula, charge and spin is 0.0 kJ/mol. Its molecular weight is 430.14 g mol⁻¹. The calculation puts the energy at -74802.889 eV. The HOMO energy (alpha / beta) comes out at -8.459 / -8.458 eV.

=====

The following is a DFT calculation (ωB97M-V with the def2-TZVPD basis set) of a 2-piece molecular cluster, C4H8ClNSi overall.

Each line ends with the Mulliken charge.
Cartesian coordinates (Å):
C  -0.24  1.23  -1.39  -0.7488
Si  -1.43  0.41  -0.39  0.5296
C  -2.19  1.40  0.98  -0.8910
Cl  -2.02  -1.56  -0.15  -0.2265
H  -0.16  0.74  -2.40  0.2122
H  0.06  2.30  -1.47  0.3028
H  -1.59  2.36  0.94  0.2720
H  -3.26  1.60  0.76  0.2873
H  -2.08  0.98  2.04  0.2788
C  1.91  -1.72  -0.79  -0.8211
C  2.32  -1.66  0.45  0.6079
N  2.85  -1.91  1.51  -0.4585
H  2.32  -1.18  -1.52  0.3084
H  0.78  -1.73  -0.90  0.0663
H  2.75  -1.27  2.34  0.2806

For the orbital gap, the calculation gives 0.313 hartree. The energy above the lowest of the compared OMol25 structures with the same formula, charge and spin is 237.9 kJ/mol. Its molecular weight is 133.65 g mol⁻¹. The SMILES is C=[Si](C)Cl.C=C=N. The calculation puts the energy at -26165.359 eV. The HOMO energy comes out at -8.382 eV.

=====

The following is a DFT calculation (ωB97M-V with the def2-TZVPD basis set) of the molecule C3H9N3.

Each line ends with the Mulliken charge.
Cartesian coordinates (Å):
C  1.40  0.65  0.73  -0.8404
N  0.62  -0.52  0.31  0.5386
N  0.95  -1.69  0.64  -0.8831
H  1.95  -1.73  0.88  0.2471
H  2.46  0.41  0.75  0.3794
H  1.22  1.47  0.04  0.2843
H  1.06  0.94  1.72  0.2920
C  -1.50  0.95  -0.42  -0.9968
C  -0.83  -0.38  -0.64  0.5144
N  -1.53  -1.44  -0.76  -0.7698
H  -0.96  -2.28  -0.75  0.2235
H  0.25  -0.18  -1.37  0.1378
H  -0.85  1.80  -0.61  0.2828
H  -2.34  1.01  -1.11  0.3303
H  -1.89  1.00  0.60  0.2598

For the orbital gap (alpha / beta), the calculation gives 0.279 / 0.279 hartree. The energy above the lowest of the compared OMol25 structures with the same formula, charge and spin is 482.3 kJ/mol. Its molecular weight is 87.13 g mol⁻¹. The calculation puts the energy at -7722.575 eV. The HOMO energy (alpha / beta) comes out at -7.613 / -7.611 eV.